A molecular structure, C24H31BaN3OSi2 in a non-equilibrium geometry. Source: the OMol25 dataset; level of theory: ωB97M-V/def2-TZVPD.

Atoms and positions in Å:
Ba (-0.46986, 0.15756, 0.02130)
C (-6.72694, 3.11430, -0.43683)
C (-5.39773, 3.48463, -0.22807)
C (-4.39483, 2.53649, -0.13168)
C (-4.66642, 1.13767, -0.22349)
C (-6.03824, 0.78911, -0.44667)
C (-7.02316, 1.74860, -0.55009)
N (-3.67634, 0.24975, 0.02796)
N (-3.52148, -0.95506, -0.84113)
C (-2.81688, -2.54982, -0.16899)
C (-3.69864, -3.59684, 0.05958)
C (-3.26981, -4.90416, 0.42063)
C (-1.95648, -5.24530, 0.57674)
C (-0.95932, -4.24461, 0.38200)
C (-1.32886, -2.95920, 0.04063)
H (-7.50973, 3.86244, -0.50506)
H (-5.14452, 4.53872, -0.13689)
H (-3.36887, 2.84833, 0.04783)
H (-6.29514, -0.26285, -0.50064)
H (-8.05497, 1.43882, -0.69986)
H (-4.76655, -3.42648, -0.08483)
H (-4.03256, -5.66697, 0.56055)
H (-1.68588, -6.26371, 0.85801)
H (0.09227, -4.49605, 0.54405)
C (4.55694, -0.33001, -2.08996)
Si (2.71989, -0.40130, -1.59540)
C (2.23236, -2.21684, -1.67145)
C (1.76905, 0.54001, -2.93091)
C (2.47556, 0.37929, 0.03739)
C (2.09007, 1.93188, 0.03085)
C (3.24615, 2.73679, 0.04025)
C (3.17345, 4.11787, 0.03710)
C (1.93243, 4.72288, 0.02341)
C (0.82680, 3.89209, 0.01339)
N (0.87555, 2.56413, 0.01622)
Si (2.72426, -0.38198, 1.66961)
C (4.56094, -0.30657, 2.16733)
C (2.23379, -2.19434, 1.76861)
C (1.77592, 0.57611, 2.99201)
H (4.73706, -0.77027, -3.07801)
H (5.15803, -0.87733, -1.35978)
H (4.90327, 0.70723, -2.11401)
H (2.25324, -2.56957, -2.70800)
H (1.22206, -2.39491, -1.28060)
H (2.92833, -2.83437, -1.09883)
H (1.89692, 0.06578, -3.90682)
H (2.11233, 1.57497, -3.00618)
H (0.69862, 0.54899, -2.71274)
H (4.21097, 2.25093, 0.05026)
H (4.07987, 4.71442, 0.04492)
H (1.81393, 5.79815, 0.01995)
H (-0.17370, 4.31561, 0.00161)
H (5.16301, -0.86234, 1.44443)
H (4.73962, -0.73574, 3.16071)
H (4.90784, 0.73066, 2.18028)
H (2.92717, -2.82088, 1.20308)
H (1.22331, -2.37129, 1.37975)
H (2.25320, -2.53590, 2.80893)
H (2.11887, 1.61193, 3.05385)
H (1.90189, 0.11541, 3.97481)
H (0.70723, 0.58144, 2.76823)
O (-2.26525, -1.20827, 0.08066)

For the HOMO-LUMO gap, the calculation gives 2.61 eV. The total charge is -2. The calculation puts the relative energy (zero: lowest compared OMol25 entry of this formula, charge and spin) at 207.82 kcal/mol.